A molecular structure, C27H18ClN2O8W, computed with the ωB97M-V functional and the def2-TZVPD basis.

Cartesian coordinates (Å):
W (0.41, 1.03, -0.31)
C (-1.45, 4.27, 1.60)
O (-2.63, 4.32, 0.80)
C (-3.17, 3.19, 0.31)
C (-4.56, 3.17, 0.16)
C (-5.22, 2.07, -0.35)
C (-4.51, 0.93, -0.71)
C (-3.13, 0.93, -0.61)
C (-2.40, -0.26, -0.94)
N (-1.11, -0.39, -0.94)
N (-0.68, -1.70, -1.15)
C (0.58, -1.78, -0.95)
O (1.28, -0.67, -0.69)
C (1.32, -3.04, -0.98)
C (2.71, -3.03, -0.87)
C (3.41, -4.22, -0.89)
C (2.73, -5.42, -1.03)
C (1.34, -5.43, -1.14)
C (0.64, -4.25, -1.12)
C (-2.46, 2.07, -0.12)
O (-1.11, 2.06, -0.11)
H (-1.47, 5.17, 2.21)
H (-0.55, 4.28, 0.98)
H (-1.45, 3.39, 2.25)
H (-5.10, 4.05, 0.47)
H (-6.30, 2.09, -0.43)
H (-5.02, 0.05, -1.08)
H (-2.96, -1.15, -1.17)
H (3.24, -2.09, -0.75)
H (4.49, -4.22, -0.79)
H (3.28, -6.36, -1.04)
H (0.81, -6.37, -1.24)
H (-0.44, -4.24, -1.20)
O (3.32, -1.15, 4.63)
C (2.72, -0.64, 3.74)
C (3.32, 0.29, 2.64)
O (4.47, 0.61, 2.52)
C (2.15, 0.62, 1.82)
C (1.01, 0.02, 2.22)
O (-0.05, 0.25, 1.48)
C (1.20, -0.81, 3.44)
O (0.41, -1.45, 4.04)
O (2.03, 1.39, 0.72)
Cl (-1.01, 1.87, -3.36)
C (0.53, 1.10, -3.18)
C (0.79, -0.05, -3.93)
C (2.05, -0.60, -3.90)
C (3.09, 0.00, -3.16)
C (2.83, 1.10, -2.40)
C (1.53, 1.68, -2.37)
C (1.22, 2.72, -1.38)
H (0.00, -0.48, -4.54)
H (2.25, -1.49, -4.48)
H (4.08, -0.42, -3.19)
H (3.60, 1.56, -1.80)
H (0.44, 3.42, -1.65)
H (2.08, 3.17, -0.92)

Multiplicity: 1
Gap between HOMO and LUMO, eV: 6.531
Net charge: +1
F_max, hartree/bohr: 0.0139
E, eV: -61992.7084